This record from the OMol25 dataset describes a 2-piece molecular cluster, C3H9NO2 overall. The level of theory is ωB97M-V/def2-TZVPD.

Results
E_LUMO: 0.48 eV
Spin multiplicity: 1
ΔE to the lowest compared entry with this formula, charge and spin: 1.820 eV
E_tot: -8841.1352 eV
HOMO: -8.094 eV
SMILES: CC(=O)O.CN
Frontier orbital gap: 8.577 eV

Each line ends with the Mulliken charge.
Atoms and positions in Å:
C1 -2.46198 1.57011 -1.13965  -0.85
C2 -1.11939 0.90446 -1.28301  0.57
O1 -0.40880 0.65709 -0.35079  -0.49
O2 -0.87626 0.25484 -2.45268  -0.45
H1 -3.20542 0.76256 -1.14050  0.27
H2 -2.67307 2.22671 -1.97782  0.32
H3 -2.59399 1.81275 -0.08681  0.30
H4 -0.98472 0.73732 -3.23857  0.32
C3 2.47250 -1.70164 1.64189  -0.70
N1 1.51595 -0.66736 1.99056  -0.49
H5 2.26564 -2.63089 2.13533  0.29
H6 3.43814 -1.21080 1.67799  0.27
H7 2.50420 -1.91846 0.54843  0.24
H8 1.54310 0.21473 1.53677  0.21
H9 0.58409 -1.01140 2.13886  0.20

Cartesian forces, eV/Å:
C -0.094 -1.250 0.267
C -0.411 -1.216 0.729
O 0.079 0.458 -0.060
O 0.852 -0.918 1.176
H 0.179 -0.204 -0.806
H -0.264 0.551 0.521
H 0.343 1.403 -0.311
H -0.683 1.205 -1.518
C -0.113 1.797 -2.583
N -0.303 -1.076 1.470
H 0.482 -0.162 0.699
H 0.667 -0.685 1.170
H -0.649 -0.335 0.218
H 0.052 0.221 -0.659
H -0.135 0.212 -0.313



This record from the OMol25 dataset describes a 2-piece molecular cluster, C4H6O2 overall. The level of theory is ωB97M-V/def2-TZVPD.

Results
E_LUMO: 0.79 eV
Spin multiplicity: 1
ΔE to the lowest compared entry with this formula, charge and spin: 3.249 eV
E_tot: -8337.2117 eV
HOMO: -9.620 eV
SMILES: C1CO1.C=C=O
Frontier orbital gap: 10.409 eV

Each line ends with the Mulliken charge.
Atoms and positions in Å:
C1 -0.14523 -0.90800 0.65858  -0.43
C2 -0.04891 -1.82080 -0.48052  -0.19
O1 0.27140 -2.24602 0.83253  -0.41
H1 0.63952 -0.17220 0.81859  0.34
H2 -1.12524 -0.64225 1.05785  0.25
H3 -0.95696 -2.25769 -0.89441  0.21
H4 0.79009 -1.74114 -1.17333  0.21
C3 0.66530 1.88502 -0.37632  -0.96
C4 -0.46847 1.86496 0.28092  0.78
O2 -1.44921 2.02137 0.88749  -0.38
H5 0.73549 2.93276 -0.64482  0.29
H6 1.09223 1.08399 -0.96655  0.29

Cartesian forces, eV/Å:
C -0.079 0.192 0.131
C -0.057 -0.020 -0.316
O 0.032 -0.346 0.139
H -0.110 -0.259 0.073
H 0.177 -0.211 -0.016
H 0.128 0.102 0.051
H -0.110 -0.031 0.168
C -0.518 0.432 -0.385
C -0.839 0.128 0.425
O 0.662 -0.356 -0.261
H 0.785 0.119 -0.359
H -0.071 0.249 0.349



This record from the OMol25 dataset describes C2H3F2IO2 as an isolated structure. The level of theory is ωB97M-V/def2-TZVPD.

Results
E_LUMO: -1.90 eV
Spin multiplicity: 1
ΔE to the lowest compared entry with this formula, charge and spin: 0.999 eV
E_tot: -19751.1657 eV
HOMO: -10.402 eV
Frontier orbital gap: 8.501 eV

Each line ends with the Mulliken charge.
Atoms and positions in Å:
C1 1.50134 0.34955 0.08496  -0.51
C2 -0.76411 -0.61104 -0.08429  0.93
O1 0.76528 -0.80208 0.39402  -0.36
O2 -1.11269 0.46658 0.54466  -0.58
F1 -1.45670 -1.73332 0.21540  -0.23
F2 -0.81054 -0.46295 -1.45996  -0.23
I1 -3.06412 1.01761 0.22310  0.31
H1 1.07273 0.74192 -0.87977  0.27
H2 2.58414 -0.08452 0.11040  0.20
H3 1.28466 1.11825 0.85148  0.19

Cartesian forces, eV/Å:
C 0.505 -0.058 -0.270
C 4.196 -1.754 -0.121
O -4.862 -1.154 -1.290
O -1.992 1.306 0.551
F 0.895 0.944 -0.209
F 0.156 -0.408 1.327
I 0.689 -0.073 0.166
H 1.456 -0.163 0.532
H -1.761 1.559 -0.425
H 0.718 -0.200 -0.261



This record from the OMol25 dataset describes a 2-piece molecular cluster, C10H11FO overall. The level of theory is ωB97M-V/def2-TZVPD.

Results
E_LUMO (spin up / spin down): -0.06 / -0.94 eV
Spin multiplicity: 1
ΔE to the lowest compared entry with this formula, charge and spin: 4.432 eV
E_tot: -15306.9749 eV
HOMO (spin up / spin down): -9.128 / -6.562 eV
Frontier orbital gap (spin up / spin down): 9.072 / 5.621 eV

Each line ends with the Mulliken charge.
Atoms and positions in Å:
C1 -2.87832 1.91817 -1.17648  -0.60
C2 -3.29018 0.65130 -0.78369  -0.29
C3 -1.61740 2.30633 -0.80754  -0.17
C4 -2.38586 -0.30477 -0.38281  -0.50
C5 -0.71989 1.50690 -0.28789  -0.42
C6 -1.02467 0.07900 -0.08204  0.86
C7 0.05472 -0.74093 0.28138  0.08
C8 3.78540 -0.46233 -0.05417  0.02
C9 3.26962 0.66895 0.20744  -0.49
C10 0.91443 -2.67991 1.34962  -0.60
O1 -0.14548 -2.09516 0.51589  -0.33
F1 4.60613 -0.93709 -1.01704  -0.20
H1 -3.55544 2.61036 -1.64834  0.38
H2 -4.33095 0.14606 -0.86090  0.25
H3 -1.31757 3.39345 -0.78738  0.25
H4 -2.65991 -1.35654 -0.34523  0.36
H5 0.31665 1.88289 -0.08175  0.12
H6 3.76559 1.52813 -0.30487  0.26
H7 2.69801 0.97628 1.01219  0.43
H8 0.99692 -0.31596 0.50004  -0.16
H9 0.49954 -2.85631 2.36651  0.27
H10 1.95041 -2.25672 1.39277  0.24
H11 1.06822 -3.66208 0.99427  0.27

Cartesian forces, eV/Å:
C -1.880 -0.343 0.489
C -1.838 -2.091 -0.880
C -0.089 4.234 -0.494
C 2.084 -0.084 0.824
C 2.813 -3.599 1.555
C 0.081 1.202 -0.952
C -2.139 -1.281 0.229
C 1.043 -3.516 -1.096
C 1.926 3.087 -1.557
C -0.799 -0.192 0.708
O 2.066 1.291 0.550
F -1.000 1.105 1.228
H -0.169 0.119 0.110
H 1.487 1.771 -0.401
H -0.565 -1.103 -0.733
H -0.053 0.257 0.344
H -1.125 -0.463 0.023
H -0.577 -0.466 -0.042
H -1.233 -0.121 1.486
H 0.796 0.061 0.142
H 0.353 0.688 -0.454
H -1.236 0.597 -0.322
H 0.053 -1.155 -0.759



This record from the OMol25 dataset describes a 10-piece molecular cluster, C51H53ClFN9O2 overall. The level of theory is ωB97M-V/def2-TZVPD.

Results
E_LUMO: -0.28 eV
Spin multiplicity: 1
E_tot: -86488.8119 eV
HOMO: -9.406 eV
SMILES: C[C@H](F)[C@H]1C[C@@H](Cl)C(=O)O1.c1ccncc1.c1ccncc1.c1ccncc1.c1ccncc1.c1ccncc1.c1ccncc1.c1ccncc1.c1ccncc1.c1ccncc1
Frontier orbital gap: 9.130 eV

Each line ends with the Mulliken charge.
Atoms and positions in Å:
C1 -1.88854 4.10408 2.02679  -1.11
C2 -1.08359 2.91282 1.31547  0.30
F1 0.27932 3.23285 1.00785  -0.31
C3 -1.85422 2.55509 -0.02912  0.00
C4 -1.57366 3.38704 -1.36837  -1.07
C5 -1.97170 2.33520 -2.51730  0.57
Cl1 -0.44274 2.14049 -3.49364  -0.18
C6 -2.41792 1.05779 -1.65792  0.04
O1 -3.27416 0.18705 -1.84046  -0.60
O2 -1.56611 1.18168 -0.49458  -0.31
H1 -2.04586 4.91665 1.22734  0.27
H2 -2.89589 3.66778 2.36765  0.31
H3 -1.36030 4.52905 2.94342  0.36
H4 -1.12784 1.96747 1.97239  0.33
H5 -2.99368 2.52076 0.05461  0.29
H6 -0.49938 3.74744 -1.49381  0.32
H7 -2.15215 4.37694 -1.33090  0.32
H8 -2.89336 2.81142 -2.98176  0.37
C7 3.67575 3.68687 4.39562  -0.37
C8 3.79566 2.64972 5.30785  -0.46
C9 2.83723 1.64880 5.29175  -0.40
N1 1.79475 1.62628 4.44533  -0.54
C10 1.70173 2.64381 3.57349  -0.08
C11 2.60973 3.68811 3.50811  -0.46
H9 4.40677 4.48796 4.37657  0.49
H10 4.61515 2.61855 6.01527  0.54
H11 2.88929 0.81423 5.98345  0.41
H12 0.85090 2.60218 2.90391  0.46
H13 2.48623 4.48255 2.78234  0.47
C12 6.92503 4.11359 0.16883  -0.45
C13 7.80087 5.18563 0.25700  -0.32
C14 7.45689 6.24715 1.07865  -0.28
N2 6.32218 6.30157 1.79318  -0.58
C15 5.49180 5.25273 1.68853  -0.46
C16 5.74539 4.14316 0.89850  -0.19
H14 7.15909 3.26344 -0.46242  0.38
H15 8.72977 5.19674 -0.29916  0.39
H16 8.11038 7.10700 1.18326  0.39
H17 4.58212 5.32407 2.27464  0.62
H18 5.03874 3.32355 0.85418  0.44
C17 7.40551 0.39607 5.01740  -0.41
C18 8.55039 -0.02051 5.68024  -0.29
C19 9.58866 0.88496 5.82866  -0.47
N3 9.55386 2.14635 5.36308  -0.50
C20 8.43479 2.52130 4.72397  -0.60
C21 7.34176 1.69241 4.52847  -0.17
H19 6.57081 -0.28325 4.88264  0.40
H20 8.63477 -1.02579 6.07352  0.41
H21 10.50327 0.60698 6.34258  0.53
H22 8.43341 3.54277 4.35606  0.51
H23 6.46319 2.05105 4.00632  0.59
C22 -5.78566 -2.81419 -2.85539  -0.34
C23 -4.89466 -1.78096 -3.10830  -0.52
C24 -4.67387 -1.41442 -4.42594  -0.63
N4 -5.26948 -2.00339 -5.47651  -0.58
C25 -6.12557 -3.00166 -5.20227  -0.64
C26 -6.41689 -3.43979 -3.91995  -0.20
H24 -5.98589 -3.12926 -1.83688  0.44
H25 -4.38448 -1.27278 -2.30172  0.99
H26 -3.98831 -0.61004 -4.67429  0.56
H27 -6.59074 -3.46154 -6.06790  0.57
H28 -7.11840 -4.24959 -3.75724  0.58
C27 -8.91570 -7.99566 -0.74421  -0.10
C28 -7.81302 -8.09470 -1.57950  -0.72
C29 -7.49768 -7.00885 -2.37974  -0.01
N5 -8.19974 -5.86470 -2.39783  -0.27
C30 -9.26282 -5.79589 -1.58131  -0.28
C31 -9.65825 -6.82372 -0.74122  -0.55
H29 -9.19412 -8.82373 -0.10169  0.36
H30 -7.21152 -8.99438 -1.60832  0.36
H31 -6.64256 -7.03700 -3.04741  0.37
H32 -9.81333 -4.86122 -1.61744  0.39
H33 -10.52458 -6.71158 -0.10153  0.36
C32 8.10542 4.49383 9.26650  -0.57
C33 8.51246 3.62026 8.26886  0.02
C34 9.52928 2.72399 8.55688  0.10
N6 10.14787 2.65377 9.74655  -0.53
C35 9.73627 3.51118 10.69331  -0.30
C36 8.72678 4.44122 10.50595  -0.29
H34 7.31178 5.20921 9.08006  0.37
H35 8.05076 3.63429 7.28974  0.28
H36 9.87953 2.02062 7.81160  0.17
H37 10.25479 3.43385 11.64365  0.37
H38 8.43417 5.10771 11.30765  0.37
C37 -7.53844 0.07179 -8.78435  -0.59
C38 -7.41402 -0.96359 -7.86931  0.18
C39 -8.37114 -1.96623 -7.88211  -0.13
N7 -9.41487 -1.99321 -8.72602  -0.54
C40 -9.51188 -0.97914 -9.59898  -0.32
C41 -8.60699 0.06759 -9.66956  -0.27
H39 -6.80962 0.87465 -8.80734  0.37
H40 -6.59251 -0.99153 -7.16273  0.30
H41 -8.31695 -2.79873 -7.18916  0.32
H42 -10.36578 -1.02508 -10.26740  0.35
H43 -8.73443 0.85950 -10.39715  0.37
C42 -0.34099 -2.28720 -4.32185  -0.15
C43 0.08248 -1.37314 -3.36808  -0.09
C44 1.44184 -1.26205 -3.12435  -0.40
N8 2.37574 -1.99078 -3.75497  -0.60
C45 1.93951 -2.86877 -4.67144  -0.24
C46 0.60356 -3.05224 -4.99023  -0.63
H44 -1.39684 -2.40249 -4.54210  0.51
H45 -0.62688 -0.76050 -2.82650  0.41
H46 1.82194 -0.55900 -2.39010  0.42
H47 2.71536 -3.44594 -5.16413  0.36
H48 0.30907 -3.77481 -5.74092  0.38
C47 -1.45019 -3.99639 -1.29026  -0.27
C48 -1.32785 -5.03277 -0.37591  -0.49
C49 -2.28495 -6.03473 -0.38900  -0.29
N9 -3.32824 -6.06070 -1.23331  -0.50
C50 -3.42392 -5.04546 -2.10607  -0.51
C51 -2.51816 -3.99955 -2.17543  0.48
H49 -0.72058 -3.19404 -1.31258  0.38
H50 -0.50770 -5.06213 0.33052  0.38
H51 -2.23079 -6.86787 0.30426  0.34
H52 -4.27702 -5.09007 -2.77492  0.50
H53 -2.64469 -3.20786 -2.90219  -0.03

Cartesian forces, eV/Å:
C 0.343 -0.338 -0.639
C -1.445 -0.445 -0.178
F -1.900 -0.172 0.249
C -0.047 -0.110 -1.473
C 0.337 0.819 0.972
C -1.027 1.767 1.716
Cl -1.640 -0.386 0.139
C 0.518 -0.870 0.297
O 3.578 3.545 0.761
O -1.952 -0.509 -0.730
H 0.112 -1.034 1.455
H 1.486 0.733 -0.613
H -0.552 -0.637 -1.377
H 0.488 1.440 -0.975
H 1.454 0.597 0.864
H -1.310 -0.983 0.402
H 0.322 -1.634 -0.425
H 1.511 -1.095 -0.534
C 0.074 0.106 -0.007
C -0.017 0.045 -0.049
C -0.489 -0.152 -0.318
N 0.491 0.489 0.049
C -0.192 -0.561 0.386
C 0.115 -0.013 0.092
H -0.030 -0.051 0.036
H -0.044 -0.023 -0.015
H 0.046 0.050 0.012
H 0.279 0.040 0.165
H -0.065 -0.060 0.003
C 0.038 -0.077 -0.058
C -0.097 -0.105 0.005
C -0.411 0.166 0.348
N 0.136 -0.495 -0.339
C 0.297 0.496 0.087
C 0.077 -0.022 -0.037
H -0.018 0.052 0.041
H -0.039 0.021 0.043
H 0.017 -0.049 -0.042
H 0.021 -0.030 -0.088
H 0.005 0.048 0.023
C -0.102 -0.050 -0.006
C -0.049 0.040 -0.043
C 0.061 0.524 -0.409
N -0.535 -0.551 -0.120
C 0.562 0.003 0.200
C -0.015 -0.115 0.028
H 0.044 0.042 0.005
H 0.022 0.057 -0.005
H -0.034 -0.081 -0.040
H -0.058 -0.026 -0.023
H 0.049 0.008 0.004
C -0.111 0.021 -0.056
C -0.195 -0.165 0.148
C -0.194 -0.190 -0.477
N -0.077 -0.185 0.590
C 0.424 0.429 -0.171
C -0.023 -0.026 -0.024
H 0.005 -0.012 -0.059
H -0.285 -0.329 -0.300
H 0.008 0.015 0.076
H 0.022 -0.048 0.073
H 0.012 0.046 0.041
C -0.014 -0.065 0.040
C -0.113 0.008 0.078
C -0.158 0.527 -0.134
N -0.182 -0.567 0.427
C 0.357 0.145 -0.356
C 0.084 -0.098 -0.018
H 0.019 0.051 -0.040
H 0.000 0.073 -0.014
H 0.007 -0.065 0.050
H -0.021 -0.049 0.045
H 0.038 0.024 -0.046
C -0.063 0.036 -0.024
C -0.078 0.094 0.124
C 0.403 -0.175 0.518
N -0.500 0.431 -0.075
C 0.273 -0.394 -0.279
C -0.048 0.004 -0.112
H 0.047 -0.037 0.013
H 0.071 -0.029 0.032
H -0.069 0.241 0.184
H -0.054 0.048 -0.003
H 0.036 -0.040 -0.022
C -0.014 0.028 -0.028
C 0.058 0.137 -0.021
C -0.498 -0.050 -0.371
N 0.410 0.441 -0.014
C -0.095 -0.468 0.292
C 0.111 0.007 0.090
H -0.035 -0.052 0.006
H -0.053 -0.065 -0.068
H -0.005 0.064 -0.004
H 0.045 0.051 -0.010
H -0.025 -0.050 0.020
C -0.093 0.012 -0.049
C -0.028 -0.143 -0.114
C 0.488 -0.219 -0.154
N -0.621 -0.064 -0.124
C 0.314 0.303 0.346
C -0.086 0.080 0.071
H 0.083 0.026 -0.037
H 0.059 -0.043 -0.012
H -0.080 0.009 0.000
H -0.068 -0.006 -0.019
H 0.032 0.029 0.037
C 0.067 0.072 0.013
C -0.050 0.075 -0.081
C -0.461 -0.120 -0.276
N 0.436 0.437 -0.004
C -0.089 -0.528 0.278
C 0.176 -0.039 0.128
H -0.034 -0.060 -0.018
H -0.046 -0.020 -0.026
H 0.048 0.046 0.009
H 0.068 0.061 -0.011
H -0.056 -0.089 0.084



This record from the OMol25 dataset describes C8H12 in the gas phase. The level of theory is ωB97M-V/def2-TZVPD.

Results
E_LUMO: 0.74 eV
Spin multiplicity: 1
ΔE to the lowest compared entry with this formula, charge and spin: 3.175 eV
E_tot: -8486.4072 eV
HOMO: -8.298 eV
SMILES: C#C[C@@H](C)[C@@H](C)C=C
Frontier orbital gap: 9.037 eV

Each line ends with the Mulliken charge.
Atoms and positions in Å:
C1 0.93517 2.14627 -1.20114  -0.06
C2 0.74505 0.96661 -0.94088  -0.71
C3 1.06908 -0.39696 -0.29920  0.48
C4 2.12340 -0.32314 0.79419  -1.61
C5 -0.33498 -0.87588 0.10388  0.50
C6 -0.84083 -0.39179 1.46036  -1.67
C7 -1.14214 -0.21945 -1.13807  -0.41
C8 -2.37912 0.33045 -1.02856  -0.68
H1 1.25371 3.15707 -1.33632  0.45
H2 1.44918 -1.03468 -1.10632  0.30
H3 3.08131 -0.00420 0.37032  0.44
H4 1.86530 0.39835 1.57389  0.34
H5 2.25710 -1.30661 1.25715  0.36
H6 -0.39988 -1.96425 0.03246  0.34
H7 -0.87792 0.69998 1.51982  0.33
H8 -0.19932 -0.73283 2.27787  0.39
H9 -1.85472 -0.75648 1.65080  0.42
H10 -0.90449 -0.74732 -2.06139  0.30
H11 -2.66308 0.99675 -0.22378  0.27
H12 -3.18282 0.05811 -1.70508  0.24

Cartesian forces, eV/Å:
C 0.025 -1.633 0.514
C 2.784 1.264 0.786
C -0.532 1.248 -0.508
C 0.278 0.278 -0.064
C -0.443 1.960 -1.543
C 0.063 0.053 -0.066
C -2.439 -2.731 1.788
C 0.939 -0.514 -0.014
H -0.453 -0.073 -0.240
H -0.168 0.037 0.064
H -0.110 -0.112 0.090
H -0.091 -0.113 -0.102
H -0.032 0.085 -0.070
H -0.247 0.080 -0.082
H 0.080 -0.047 -0.122
H -0.039 -0.076 -0.116
H 0.149 -0.005 -0.090
H -0.106 -0.021 0.013
H -0.041 -0.516 0.495
H 0.383 0.836 -0.733